Entry 1:
DFT (wB97M-V/def2-TZVPD) results for the molecule C3H8N2 at a distorted geometry.

The geometry in XYZ format:
```
13
Properties=species:S:1:pos:R:3:nbo_charge:R:1
H -2.3354 -1.1494 -1.6076 0.32
N -1.4834 -1.4143 -1.1743 -0.36
N -0.6130 -0.5485 -1.3059 -0.11
C 0.6230 -0.7065 -0.6627 -0.30
C 0.7273 0.6034 0.1317 -0.40
C -0.0755 0.7905 1.4039 -0.61
H 1.1823 -0.7096 -1.5372 0.23
H 0.5371 -1.6031 -0.0900 0.19
H 1.7593 0.9724 0.3070 0.21
H 0.4240 1.4813 -0.6079 0.21
H -1.0898 0.5796 1.1993 0.21
H 0.2319 -0.0270 1.9715 0.20
H 0.1122 1.7312 1.9724 0.22
```

The value obtained for the energy is -228.5275 hartree. As for the SMILES: [H]/N=N/CCC. Its charge is 0. The LUMO energy comes out at 1.177 eV. The value obtained for the HOMO-LUMO gap is 10.07 eV. The calculation puts the energy relative to the best compared isomer or geometry (same formula, charge and spin) at 76.0 kcal per mole. The HOMO energy is -8.8936 eV.


Entry 2:
DFT (wB97M-V/def2-TZVPD) results for the molecule C3H8N2 at a distorted geometry.

The geometry in XYZ format:
```
13
Properties=species:S:1:pos:R:3:nbo_charge:R:1
H -2.6426 0.8112 -1.3947 0.35
N -2.4001 0.2575 -0.4813 -0.81
C -1.0588 0.0773 -0.5123 0.30
N -0.2083 0.1273 0.5494 -0.60
C 1.2078 0.0819 0.8333 -0.19
C 2.0481 -0.5676 -0.3015 -0.65
H -0.6766 -0.2446 -1.4270 0.15
H -0.6805 0.3345 1.4135 0.39
H 1.5797 1.1287 1.0479 0.19
H 1.2362 -0.4667 1.8022 0.19
H 1.8566 -1.6102 -0.3736 0.23
H 1.4561 -0.1689 -1.1377 0.21
H 2.9472 -0.0275 -0.5246 0.24
```

The value obtained for the energy is -228.5422 hartree. As for the SMILES: [H]/N=C/NCC. Its charge is 0. The LUMO energy comes out at 0.890 eV. The value obtained for the HOMO-LUMO gap is 9.11 eV. The calculation puts the energy relative to the best compared isomer or geometry (same formula, charge and spin) at 66.8 kcal per mole. The HOMO energy is -8.2184 eV.


Entry 3:
DFT (wB97M-V/def2-TZVPD) results for the molecule C3H8N2 at a distorted geometry.

The geometry in XYZ format:
```
13
Properties=species:S:1:pos:R:3:nbo_charge:R:1
H 2.1828 -2.1679 0.0491 0.37
N 1.9686 -1.3075 0.5366 -0.80
C 0.7350 -1.0000 0.5281 0.34
N 0.2403 0.2376 0.2669 -0.60
C -1.1555 0.4546 0.0187 -0.22
C -1.4494 1.4673 -1.1052 -0.61
H -0.1107 -1.6608 0.7824 0.12
H 0.9233 0.9050 -0.0507 0.40
H -1.8342 0.5264 0.8670 0.19
H -1.5325 -0.4435 -0.4902 0.18
H -0.7491 2.3076 -1.0960 0.20
H -2.4746 1.7791 -1.2519 0.23
H -1.1735 0.9484 -2.0294 0.21
```

The value obtained for the energy is -228.5693 hartree. As for the SMILES: [H]/N=C/NCC. Its charge is 0. The LUMO energy comes out at 1.022 eV. The value obtained for the HOMO-LUMO gap is 9.52 eV. The calculation puts the energy relative to the best compared isomer or geometry (same formula, charge and spin) at 49.8 kcal per mole. The HOMO energy is -8.4939 eV.


Entry 4:
DFT (wB97M-V/def2-TZVPD) results for the ion C3H8N2O with charge -1 at a distorted geometry.

The geometry in XYZ format:
```
14
Properties=species:S:1:pos:R:3:mulliken_spin:R:1
O -0.9194 3.3089 -0.6325 0.27
C -0.6663 2.0895 -0.9321 0.69
C -0.8469 1.0090 0.1149 -0.10
N 0.2398 0.0942 0.4532 0.20
C 0.1769 -1.2979 0.0564 0.06
N 1.4323 -1.9933 0.3077 -0.01
H -0.2732 1.6274 -1.8654 0.01
H -1.2399 1.5504 0.9813 -0.05
H -1.7007 0.3632 -0.2610 0.04
H 0.4735 0.1342 1.4328 -0.07
H -0.0470 -1.3091 -1.0074 -0.02
H -0.5817 -1.8784 0.5910 0.01
H 2.0724 -1.7819 -0.4414 -0.02
H 1.8801 -1.9161 1.2026 -0.02
```

The value obtained for the energy is -303.7778 hartree. Its charge is -1. The LUMO energy (alpha / beta) comes out at 4.212 / 4.053 eV. The value obtained for the HOMO-LUMO gap (alpha / beta) is 3.56 / 6.92 eV. Its multiplicity is 2. As for the expectation value of S²: 0.754. The calculation puts the energy relative to the best compared isomer or geometry (same formula, charge and spin) at 33.7 kcal per mole. The HOMO energy (alpha / beta) is 0.6514 / -2.8686 eV.


Entry 5:
DFT (wB97M-V/def2-TZVPD) results for a cluster of 2 separate species, C3H8N2O in total.

The geometry in XYZ format:
```
14
Properties=species:S:1:pos:R:3:nbo_charge:R:1
C -5.4463 0.2750 0.1641 -0.05
N -4.7661 -0.2327 1.0936 -0.38
C -3.3411 0.0622 1.0602 -0.46
H -6.5320 0.2051 0.1283 0.17
H -5.0040 0.9139 -0.6139 0.13
H -2.8405 -0.5040 0.2747 0.20
H -2.9100 -0.1587 2.0332 0.20
H -3.1108 1.1240 0.9167 0.19
N 5.1233 -0.7013 -0.8309 -0.83
C 6.2474 0.0616 -0.8916 0.53
O 6.8172 0.3604 -1.9097 -0.58
H 4.7429 -0.9643 0.0622 0.39
H 4.4948 -0.8618 -1.6010 0.40
H 6.5251 0.4206 0.1142 0.10
```

The value obtained for the energy is -303.8229 hartree. As for the SMILES: C=NC.NC=O. Its charge is 0. The LUMO energy comes out at 0.911 eV. The value obtained for the HOMO-LUMO gap is 10.78 eV. The calculation puts the energy relative to the best compared isomer or geometry (same formula, charge and spin) at 43.4 kcal per mole. The HOMO energy is -9.8704 eV.


Entry 6:
DFT (wB97M-V/def2-TZVPD) results for the molecule C3H8N2O.

The geometry in XYZ format:
```
14
Properties=species:S:1:pos:R:3:nbo_charge:R:1
C -1.8935 -0.7348 -0.8300 -0.44
N -0.6149 -0.4443 -1.4373 -0.60
C 0.3228 -0.0330 -0.6761 0.70
O 1.5379 0.2295 -1.2101 -0.69
N 0.2814 0.1800 0.6703 -0.63
C 1.3632 0.6967 1.4812 -0.41
H -2.5860 -1.0855 -1.6006 0.21
H -1.8303 -1.5249 -0.0626 0.17
H -2.3557 0.1498 -0.3583 0.17
H 1.4304 0.0110 -2.1490 0.50
H -0.6201 0.0693 1.1032 0.40
H 1.5456 0.0431 2.3410 0.19
H 1.1490 1.7076 1.8489 0.19
H 2.2701 0.7356 0.8794 0.23
```

The value obtained for the energy is -303.8552 hartree. As for the SMILES: C/N=C(/O)NC. Its charge is 0. The LUMO energy comes out at 0.891 eV. The value obtained for the HOMO-LUMO gap is 9.53 eV. The calculation puts the energy relative to the best compared isomer or geometry (same formula, charge and spin) at 23.2 kcal per mole. The HOMO energy is -8.6374 eV.


Entry 7:
DFT (wB97M-V/def2-TZVPD) results for a cluster of 2 separate species, C3H8N2O in total at a distorted geometry.

The geometry in XYZ format:
```
14
Properties=species:S:1:pos:R:3:nbo_charge:R:1
C -1.2849 -0.3228 -1.8276 -0.02
N -0.4086 0.4516 -1.2921 -0.44
C -0.8105 1.7683 -0.8480 -0.45
H -2.1444 -0.0772 -2.3818 0.15
H -1.1647 -1.3582 -1.4417 0.18
H -1.8795 1.7943 -0.2075 0.19
H -0.8592 2.5315 -1.6905 0.20
H -0.1120 2.0962 -0.1001 0.21
N 0.8519 -1.1320 1.2849 -0.84
C 2.0478 -1.2907 1.8437 0.53
O 3.1151 -0.8433 1.5248 -0.59
H 0.0591 -1.1729 1.9065 0.39
H 0.6435 -0.6313 0.3862 0.43
H 1.9464 -1.8135 2.8434 0.08
```

The value obtained for the energy is -303.7856 hartree. As for the SMILES: C=NC.NC=O. Its charge is 0. The LUMO energy comes out at 0.275 eV. The value obtained for the HOMO-LUMO gap is 9.85 eV. The calculation puts the energy relative to the best compared isomer or geometry (same formula, charge and spin) at 66.9 kcal per mole. The HOMO energy is -9.5744 eV.


Entry 8:
DFT (wB97M-V/def2-TZVPD) results for the molecule C3H8N2O at a distorted geometry.

The geometry in XYZ format:
```
14
Properties=species:S:1:pos:R:3:nbo_charge:R:1
N 1.9883 -0.5731 0.9311 -0.67
N 0.5650 -0.4334 1.2980 -0.50
C -0.1734 0.5693 0.5529 -0.21
C -0.5357 -0.0766 -0.8299 -0.53
C -1.5641 0.6263 -1.6823 0.45
O -1.4817 1.7789 -1.9409 -0.52
H 2.0060 -1.3758 0.3147 0.34
H 2.3839 -0.9151 1.7940 0.34
H 0.4525 -0.3125 2.2883 0.35
H 0.4199 1.4372 0.3958 0.20
H -1.0846 0.5947 1.1358 0.20
H 0.2807 -0.3014 -1.4751 0.23
H -0.8269 -1.0501 -0.5769 0.22
H -2.4298 0.0316 -2.2055 0.10
```

The value obtained for the energy is -303.7793 hartree. As for the SMILES: NNCCC=O. Its charge is 0. The LUMO energy comes out at 1.012 eV. The value obtained for the HOMO-LUMO gap is 9.52 eV. The calculation puts the energy relative to the best compared isomer or geometry (same formula, charge and spin) at 70.8 kcal per mole. The HOMO energy is -8.5047 eV.